*a*
An isolated ion of composition C2H4O2P and charge +1. Source: OMol25; level of theory: the ωB97M-V functional and the def2-TZVPD basis.

Cartesian coordinates (Å):
C1 -0.434 0.806 -0.572
C2 0.185 -0.713 -0.176
O1 -0.039 1.647 0.205
O2 0.541 -0.767 1.106
P1 0.796 -0.117 2.446
H1 -0.079 0.909 -1.706
H2 -1.525 0.577 -0.466
H3 -0.616 -1.538 -0.204
H4 1.171 -0.805 -0.632

Output
Frontier orbital gap (alpha / beta) (eV): 7.714 / 5.950
Net charge: +1
LUMO (alpha / beta) (eV): -7.5 / -8.4

***

*b*
C2H4O2P as an isolated structure. Source: OMol25; level of theory: the ωB97M-V functional and the def2-TZVPD basis.

Cartesian coordinates (Å):
C1 -0.514 -0.773 -0.080
C2 -0.427 0.747 0.066
O1 1.210 -1.196 0.080
O2 0.965 1.144 -0.085
P1 2.099 0.022 -0.021
H1 -0.956 -1.491 0.803
H2 -0.683 -1.019 -1.056
H3 -1.059 1.327 -0.699
H4 -0.635 1.239 0.994

Output
Frontier orbital gap (eV): 11.166
Net charge: +1
LUMO (eV): -6.0

***

Of them, *a* has the lowest stability.